Molecular formula: C15H24N6PPdSeSi
Method: DFT, wB97M-V/def2-TZVPD

Element x y z (Å)
1 Pd -0.001 0.000 0.596
2 C 3.024 0.001 -4.006
3 N 2.804 0.001 -2.586
4 C 3.790 0.002 -1.662
5 C 3.189 0.002 -0.428
6 N 1.850 0.003 -0.610
7 C 1.619 0.002 -1.934
8 P -0.001 0.001 -2.840
9 C -0.812 -1.401 -1.935
10 N -0.930 -1.601 -0.611
11 C -1.599 -2.760 -0.429
12 C -1.898 -3.282 -1.663
13 N -1.404 -2.428 -2.587
14 C -1.512 -2.619 -4.007
15 C -0.812 1.404 -1.935
16 N -0.928 1.603 -0.611
17 C -1.597 2.763 -0.428
18 C -1.897 3.284 -1.662
19 N -1.404 2.430 -2.586
20 C -1.513 2.621 -4.007
21 H 4.097 0.001 -4.197
22 H 2.591 -0.888 -4.465
23 H 2.591 0.890 -4.466
24 H 4.829 0.001 -1.923
25 H 3.644 0.003 0.544
26 H -1.826 -3.154 0.543
27 H -2.417 -4.182 -1.925
28 H -2.048 -3.547 -4.199
29 H -2.066 -1.799 -4.467
30 H -0.525 -2.688 -4.466
31 H -1.825 3.156 0.544
32 H -2.417 4.184 -1.923
33 H -2.050 3.550 -4.198
34 H -0.526 2.691 -4.465
35 H -2.067 1.801 -4.466
36 C -1.847 -0.372 5.895
37 Si 0.004 -0.004 5.947
38 C 0.611 1.783 5.893
39 C 1.249 -1.423 5.885
40 Se -0.013 0.008 2.893
41 H -2.274 -0.458 6.895
42 H -2.057 -1.312 5.383
43 H -2.401 0.417 5.385
44 H 0.756 2.195 6.892
45 H -0.100 2.435 5.385
46 H 1.569 1.869 5.378
47 H 1.539 -1.754 6.883
48 H 2.167 -1.133 5.373
49 H 0.842 -2.295 5.372

Output
HOMO energy (alpha / beta)   -17.4 / -17.4 eV
Net charge   +3
Spin multiplicity   1
Kohn-Sham gap (alpha / beta)   0.16972 / 0.16974 Ha

---

Molecular formula: C15H24NO8PS2Sn
Method: DFT, wB97M-V/def2-TZVPD

Element x y z (Å)
1 Sn -0.384 0.382 0.106
2 O 1.754 0.663 0.712
3 C 2.393 1.779 0.915
4 C 1.966 3.096 0.757
5 C 2.876 4.140 1.047
6 C 2.514 5.473 0.922
7 C 1.234 5.814 0.460
8 C 0.331 4.818 0.172
9 C 0.638 3.456 0.335
10 O -0.307 2.594 0.085
11 N 3.415 6.491 1.278
12 O 4.540 6.176 1.691
13 O 3.051 7.672 1.173
14 H 3.430 1.647 1.241
15 H 3.869 3.899 1.393
16 H 0.988 6.859 0.353
17 H -0.666 5.062 -0.169
18 C -4.927 0.387 3.931
19 C -4.692 -1.000 3.363
20 O -4.483 -0.928 1.954
21 P -3.062 -1.254 1.316
22 S -3.158 -1.018 -0.632
23 S -1.620 -0.301 2.411
24 O -2.978 -2.825 1.712
25 C -1.855 -3.596 1.322
26 C -2.251 -4.605 0.257
27 H -5.143 0.322 4.994
28 H -5.761 0.858 3.421
29 H -4.040 0.997 3.784
30 H -5.570 -1.637 3.508
31 H -3.827 -1.467 3.839
32 H -1.490 -4.094 2.227
33 H -1.063 -2.942 0.937
34 H -3.013 -5.279 0.643
35 H -1.383 -5.184 -0.049
36 H -2.652 -4.078 -0.605
37 C 1.844 -2.578 0.638
38 O 0.782 -2.329 -0.256
39 C 1.095 -2.494 -1.613
40 C 1.873 -1.320 -2.202
41 O 0.997 -0.231 -2.345
42 C 1.644 0.934 -2.788
43 H 2.124 -3.640 0.625
44 H 1.479 -2.297 1.624
45 H 2.714 -1.963 0.412
46 H 0.131 -2.557 -2.127
47 H 1.661 -3.425 -1.770
48 H 2.279 -1.606 -3.184
49 H 2.704 -1.042 -1.539
50 H 2.044 0.788 -3.800
51 H 2.458 1.215 -2.111
52 H 0.900 1.725 -2.789

Output
HOMO energy (alpha / beta)   -2.4 / -4.9 eV
Relative energy (zero: lowest compared OMol25 entry of this formula, charge and spin)   0.00 kJ/mol
Net charge   -1
Spin multiplicity   2
Kohn-Sham gap (alpha / beta)   0.18561 / 0.27620 Ha

---

Molecular formula: C15H24O
Method: DFT, wB97M-V/def2-TZVPD

Element x y z (Å)
1 C 1.792 0.825 2.235
2 C 1.768 0.224 0.800
3 C 2.967 0.777 -0.031
4 C 2.783 0.945 -1.536
5 C 1.845 -0.120 -2.071
6 O 0.608 0.351 -2.479
7 C 0.549 -0.426 -1.291
8 C 0.186 -1.887 -1.365
9 C -1.166 -2.241 -0.813
10 C -1.501 -1.606 0.545
11 C -0.796 -0.284 0.964
12 C -2.252 -0.273 0.565
13 C -2.757 0.444 -0.717
14 C -3.254 -0.225 1.758
15 C 0.375 0.322 0.077
16 C -0.008 1.843 -0.055
17 H 2.801 0.869 2.640
18 H 1.368 1.830 2.277
19 H 1.192 0.185 2.889
20 H 1.895 -0.810 0.918
21 H 3.306 1.725 0.408
22 H 3.756 0.068 0.054
23 H 3.777 0.855 -2.026
24 H 2.374 1.930 -1.750
25 H 2.263 -0.876 -2.723
26 H 0.207 -2.150 -2.426
27 H 0.953 -2.457 -0.873
28 H -1.232 -3.332 -0.764
29 H -1.972 -1.933 -1.483
30 H -1.760 -2.312 1.324
31 H -0.690 -0.199 2.039
32 H -2.953 1.500 -0.493
33 H -3.704 -0.017 -1.089
34 H -2.014 0.406 -1.510
35 H -4.097 -0.909 1.590
36 H -2.758 -0.557 2.672
37 H -3.599 0.797 1.940
38 H -0.459 2.215 0.856
39 H 0.894 2.435 -0.204
40 H -0.684 2.067 -0.854

Output
HOMO energy   -9.3 eV
Relative energy (zero: lowest compared OMol25 entry of this formula, charge and spin)   225.83 kJ/mol
Spin multiplicity   1
Kohn-Sham gap   0.37033 Ha

---

Molecular formula: C15H25Al2Br2CaCl5F8N2O8S2
Method: DFT, wB97M-V/def2-TZVPD

Element x y z (Å)
1 C 0.271 -1.899 -1.781
2 C -0.966 -2.033 -2.666
3 Cl -0.408 -2.324 -4.342
4 C -1.777 -0.723 -2.680
5 C -3.102 -1.025 -3.373
6 C -4.307 -1.119 -2.471
7 Br -5.113 0.699 -2.031
8 C -5.335 -1.996 -3.068
9 C -6.577 -2.157 -2.127
10 Br -4.526 -3.660 -3.347
11 H 0.036 -1.663 -0.742
12 H 0.857 -2.812 -1.885
13 H 0.886 -1.088 -2.179
14 H -1.609 -2.848 -2.330
15 H -1.212 0.046 -3.218
16 H -1.931 -0.346 -1.665
17 H -3.046 -1.974 -3.916
18 H -3.968 -1.524 -1.513
19 H -5.695 -1.562 -3.996
20 H -6.327 -1.829 -1.117
21 H -7.362 -1.504 -2.511
22 H -6.909 -3.190 -2.147
23 Ca -5.724 3.136 -2.721
24 F -3.806 -0.803 -4.818
25 C 4.304 -0.808 -1.900
26 F 3.836 0.405 -1.769
27 F 3.343 -1.589 -2.409
28 F 5.305 -0.764 -2.811
29 S 4.870 -1.465 -0.260
30 O 3.684 -1.458 0.517
31 O 5.937 -0.558 0.131
32 N 5.416 -2.955 -0.737
33 S 6.009 -3.833 0.541
34 O 5.037 -4.257 1.485
35 O 7.247 -3.308 1.047
36 C 6.470 -5.346 -0.394
37 F 7.362 -5.040 -1.360
38 F 5.392 -5.870 -0.987
39 F 6.995 -6.231 0.409
40 C 4.722 1.353 4.259
41 O 4.429 1.948 3.232
42 N 5.184 0.088 4.295
43 C 5.521 -0.588 5.537
44 C 5.340 -0.601 3.033
45 H 4.629 1.813 5.255
46 H 6.573 -0.874 5.519
47 H 4.904 -1.483 5.643
48 H 5.349 0.065 6.386
49 H 6.036 -0.043 2.407
50 H 4.377 -0.644 2.531
51 H 5.718 -1.610 3.197
52 Al 5.460 -3.505 -2.939
53 O -6.647 4.314 -0.142
54 C -7.602 4.908 0.581
55 C -8.292 3.800 1.553
56 O -9.244 4.372 2.270
57 H -8.434 5.370 0.021
58 H -7.282 5.724 1.248
59 H -7.451 3.371 2.111
60 H -8.610 2.958 0.904
61 O 7.277 1.473 7.168
62 H 7.253 2.399 6.906
63 H 8.214 1.296 7.310
64 F -8.854 3.744 4.025
65 Al 7.224 -1.886 -1.216
66 C -5.882 7.926 -1.986
67 Cl -5.078 9.102 -3.009
68 Cl -7.580 7.797 -2.424
69 Cl -5.093 6.316 -2.229
70 Cl -5.722 8.370 -0.303

Output
HOMO energy   -11.5 eV
Net charge   +2
Spin multiplicity   1
Kohn-Sham gap   0.17403 Ha

---

Molecular formula: C15H25Br2ClO7Pb
Method: DFT, wB97M-V/def2-TZVPD

Element x y z (Å)
1 C 1.686 -1.144 3.650
2 C 0.971 0.002 4.376
3 O -0.441 -0.114 4.457
4 C -1.095 -0.304 3.246
5 C -0.806 0.739 2.161
6 O -0.180 0.116 1.039
7 C -0.923 0.206 -0.128
8 C -0.171 -0.506 -1.215
9 O 1.181 -0.118 -1.143
10 C 1.434 1.288 -1.200
11 C 2.775 1.459 -1.894
12 O 3.035 2.756 -2.338
13 C 2.896 3.779 -1.359
14 C 1.610 4.579 -1.588
15 O -0.590 -0.267 -2.531
16 C 0.327 -1.051 -3.256
17 O 0.755 -0.807 -4.366
18 O 0.559 -2.176 -2.520
19 C -0.038 -2.059 -1.257
20 Cl 0.981 -2.649 0.032
21 C -1.315 -2.980 -1.285
22 Br -1.748 -3.722 -3.039
23 C -2.597 -2.445 -0.698
24 C -3.679 -3.526 -0.510
25 Br -3.381 -1.058 -1.962
26 H 2.233 -0.763 2.805
27 H 2.416 -1.572 4.316
28 H 1.028 -1.948 3.366
29 H 1.272 0.956 3.963
30 H 1.307 0.014 5.396
31 H -2.149 -0.260 3.480
32 H -0.923 -1.289 2.824
33 H -0.198 1.552 2.518
34 H -1.748 1.180 1.857
35 H -1.105 1.246 -0.383
36 H -1.908 -0.217 0.069
37 H 0.654 1.858 -1.684
38 H 1.515 1.657 -0.186
39 H 3.561 1.076 -1.252
40 H 2.751 0.836 -2.776
41 H 3.730 4.443 -1.507
42 H 2.981 3.394 -0.351
43 H 0.958 3.979 -2.204
44 H 1.108 4.860 -0.675
45 H 1.838 5.448 -2.179
46 H -1.092 -3.840 -0.677
47 H -2.413 -2.035 0.282
48 H -4.316 -3.577 -1.372
49 H -3.196 -4.479 -0.398
50 H -4.273 -3.284 0.357
51 Pb -5.275 0.769 -2.259

Output
HOMO energy   -13.7 eV
Net charge   +2
Spin multiplicity   1
Kohn-Sham gap   0.09164 Ha

---

Computed strongest force on any atom (eV/A) in order:
2.3 1.6 2.7 3.7 3.9